Entry 1:
{"formula": "C4H12N2O2", "method": "ωB97M-V/def2-TZVPD", "elements": ["O", "O", "N", "N", "C", "C", "C", "C", "H", "H", "H", "H", "H", "H", "H", "H", "H", "H", "H", "H"], "coordinates": [[1.9534, 1.2523, -1.9684], [-1.2111, -0.3268, -1.6661], [-0.4354, -0.0138, 1.0515], [0.1940, 2.1594, 1.6905], [-0.2989, -2.0803, -0.3711], [-1.3058, -1.4656, -1.3423], [0.4693, -0.9675, 0.4434], [-0.0487, 0.8238, 2.1999], [0.8671, 0.4018, 2.6343], [1.2076, -0.4568, -0.1621], [1.3411, 0.5987, -2.4018], [0.9896, -1.4180, 1.2755], [-0.1626, 2.9060, 2.3164], [-2.0767, -2.0414, -1.8462], [-0.8201, -2.7813, 0.2279], [1.6391, 1.4816, -1.0700], [-0.7912, 0.6565, 2.9033], [0.9794, 2.4136, 1.0832], [-0.7836, 0.5860, 0.3144], [0.4657, -2.6325, -0.9726]], "forces_ev_per_a": [[-0.48, -0.54, -0.17], [0.05, 1.96, -0.60], [-0.85, -0.35, -0.36], [-1.50, 1.57, 1.45], [1.03, 1.32, -0.82], [1.27, -0.80, 0.41], [-0.80, -0.36, 0.48], [2.93, -0.93, -3.23], [0.03, -0.21, 0.04], [0.34, -0.25, -0.55], [0.59, 1.14, 1.18], [0.37, -0.55, 0.03], [0.83, -0.66, -1.00], [-0.38, -0.89, 0.20], [-0.33, -0.72, 0.93], [-0.18, -0.54, -1.07], [-1.57, 1.06, 1.52], [-0.45, -0.57, 0.98], [-0.22, 0.11, 0.30], [-0.65, 0.19, 0.28]], "lowdin_charge": [-0.089, 0.044, -0.085, 0.001, -0.110, -0.255, -0.227, -0.286, 0.106, 0.082, 0.054, 0.105, 0.080, 0.114, 0.088, 0.018, 0.084, 0.073, 0.078, 0.127], "e_homo_ev": -8.3, "e_above_lowest_kcal_mol": 66.0}



Entry 2:
{"formula": "CH3NO3", "method": "ωB97M-V/def2-TZVPD", "elements": ["O", "O", "O", "N", "C", "H", "H", "H"], "coordinates": [[-0.6629, 1.2744, 0.3706], [1.0025, 0.0816, 1.7912], [0.8169, -0.3478, 0.4595], [-0.4784, -0.4839, -1.2219], [-0.1883, 0.3241, -0.1571], [-0.2059, -1.5119, -1.1625], [-1.1787, -0.3686, -1.8631], [0.8948, 1.0321, 1.7834]], "forces_ev_per_a": [[-0.96, 1.60, -0.86], [0.33, -1.03, 0.39], [1.28, -0.19, 0.45], [1.87, -2.24, 0.96], [-0.02, -2.46, 0.70], [-0.17, 2.37, 0.22], [-2.04, 1.15, -1.44], [-0.29, 0.80, -0.42]], "lowdin_charge": [0.124, 0.028, -0.029, 0.180, -0.614, 0.157, 0.068, 0.085], "e_homo_ev": -10.6, "e_above_lowest_kcal_mol": 27.7}



Entry 3:
{"formula": "C2H7N2PS", "method": "ωB97M-V/def2-TZVPD", "elements": ["S", "P", "N", "N", "C", "C", "H", "H", "H", "H", "H", "H", "H"], "coordinates": [[-3.0727, 0.9175, -0.4128], [-2.2797, -0.7923, -0.6304], [-0.4260, -0.6680, 0.2953], [0.1568, 0.4448, 0.8637], [0.7536, 1.4071, -0.0336], [0.4982, -1.6292, -0.1700], [1.4321, -1.4733, 0.2936], [0.6344, 2.4776, 0.4090], [1.7925, 1.3221, -0.0607], [0.1898, 1.6021, -0.9322], [0.2688, -2.7006, 0.1744], [-0.5647, 0.8802, 1.3917], [0.6171, -1.7880, -1.1880]], "forces_ev_per_a": [[-0.07, -0.02, 0.06], [3.49, 0.71, 1.74], [-3.73, -0.53, -1.81], [-0.45, 0.02, 0.01], [-1.72, 3.37, 1.37], [-0.38, -3.09, 1.86], [1.28, 0.49, 0.34], [0.15, -1.72, -0.05], [1.64, -0.62, -0.89], [0.25, -0.77, -0.91], [-0.23, 1.27, -0.08], [-0.48, 0.41, 0.58], [0.27, 0.47, -2.24]], "lowdin_charge": [0.033, 0.417, -0.422, -0.152, -0.127, -0.221, 0.063, 0.110, 0.045, 0.060, 0.094, 0.067, 0.034], "e_homo_ev": [-7.8, -7.8], "e_above_lowest_kcal_mol": 33.9}



Entry 4:
{"formula": "C28H65AlIN2O8", "method": "ωB97M-V/def2-TZVPD", "elements": ["I", "Al", "O", "O", "O", "O", "O", "O", "O", "O", "N", "N", "C", "C", "C", "C", "C", "C", "C", "C", "C", "C", "C", "C", "C", "C", "C", "C", "C", "C", "C", "C", "C", "C", "C", "C", "C", "C", "C", "C", "H", "H", "H", "H", "H", "H", "H", "H", "H", "H", "H", "H", "H", "H", "H", "H", "H", "H", "H", "H", "H", "H", "H", "H", "H", "H", "H", "H", "H", "H", "H", "H", "H", "H", "H", "H", "H", "H", "H", "H", "H", "H", "H", "H", "H", "H", "H", "H", "H", "H", "H", "H", "H", "H", "H", "H", "H", "H", "H", "H", "H", "H", "H", "H", "H"], "coordinates": [[1.0936, 5.5375, 2.2762], [-0.9747, 4.1015, 2.8895], [-5.9517, -2.9930, -4.1523], [-3.3279, 1.7526, 1.8880], [2.5567, 0.2690, -4.3636], [-6.1613, -1.7149, 0.8958], [2.5948, 0.8580, 3.3600], [5.0141, 2.7761, 0.2242], [8.2730, -3.5528, 0.2422], [0.9410, 0.0543, 2.1020], [-2.0677, 7.1761, -0.3222], [-1.1158, 2.5919, 1.6474], [-2.7373, 5.0957, 2.8534], [-2.2975, 5.8806, 0.3931], [7.3142, -2.6316, 0.7397], [7.0366, -5.5897, 0.8457], [4.2914, 2.0507, -2.0084], [8.3356, -4.8037, 0.9000], [7.5234, -2.2553, 2.1957], [-5.3515, -0.7499, 1.5578], [-7.2017, -3.5961, -3.8806], [0.3695, 1.0101, 4.3074], [1.8381, -0.4607, -6.5979], [5.4360, 2.3776, -1.0649], [-6.3287, -2.9529, 1.5563], [4.9792, 0.5181, 1.1976], [0.5213, 2.4413, 4.9054], [-2.8559, 6.2355, 1.7923], [2.9806, -0.1302, -5.6525], [-2.2201, 2.1168, 1.6907], [-0.8053, 3.2452, 4.7406], [-6.9744, -2.8346, 2.9264], [1.7967, -0.6743, -3.6283], [4.2478, 1.8243, 0.9500], [-5.7116, -1.7415, -3.5243], [1.4231, 0.6716, 3.2562], [-8.3931, -2.7565, -4.3094], [-5.7574, -1.7975, -2.0073], [2.5295, -1.9785, -3.3653], [-3.9259, -1.2073, 1.7964], [-3.8795, -2.0800, 2.4531], [-1.6646, 2.5452, 4.8266], [6.7876, -1.5110, 2.5020], [3.5457, 0.7108, -6.0577], [-8.3340, -2.5258, -5.3749], [-5.8236, -0.4373, 2.4951], [-0.9139, 3.9995, 5.5415], [-2.8382, 5.5794, 3.8508], [3.2906, 1.6464, 0.4488], [1.5659, -0.1985, -2.6748], [-8.4396, -1.8092, -3.7706], [7.4229, -3.1153, 2.8601], [-5.3377, 0.1285, 0.9124], [0.4593, 0.2791, 5.1297], [-6.9718, -3.5557, 0.9116], [4.3604, -0.1495, 1.7967], [0.7113, 2.3364, 5.9920], [1.3944, 2.9742, 4.4902], [-5.0383, -2.5261, -1.6301], [-3.3508, -0.4125, 2.2585], [-3.5978, 4.4025, 2.7863], [-6.3619, -2.2543, 3.6174], [-6.4066, -0.9861, -3.9082], [-7.2101, -4.5360, -4.4355], [-6.7402, -2.0854, -1.6364], [6.7287, -5.7474, -0.1896], [2.2256, -0.7129, -7.5866], [-7.1215, -3.8248, 3.3625], [5.2242, 0.0016, 0.2655], [6.0048, 3.2166, -1.4706], [0.6800, 0.7784, 1.5140], [3.4673, -1.7896, -2.8395], [3.6184, 2.9046, -2.1031], [-7.2733, -3.8614, -2.8201], [-0.6343, 0.8530, 3.8815], [4.6741, 1.7961, -2.9978], [5.9165, 0.7003, 1.7292], [-7.9442, -2.3391, 2.8496], [-5.5180, -0.8222, -1.5844], [-4.7145, -1.4323, -3.8403], [-1.3258, 5.3586, 0.4167], [2.7704, -2.5066, -4.2897], [-3.0317, 5.3168, -0.2038], [7.1620, -6.5619, 1.3256], [6.3011, -3.0150, 0.5781], [6.2232, -5.0700, 1.3540], [-1.6723, 6.9994, -1.2382], [3.6822, -0.9689, -5.5796], [0.8372, -0.8580, -4.1240], [3.6994, 1.2056, -1.6545], [8.5224, -1.8404, 2.3434], [7.4070, -1.7363, 0.1246], [-3.4491, -1.4824, 0.8526], [-9.3236, -3.2943, -4.1188], [-2.4297, 7.1986, 2.1212], [-3.9388, 6.4327, 1.6449], [8.6694, -4.6726, 1.9353], [6.1350, 1.5353, -0.9931], [1.9141, -2.6408, -2.7545], [1.2482, -1.3082, -6.2452], [1.1631, 0.3916, -6.6934], [-1.3788, 7.6644, 0.2423], [9.1174, -5.3720, 0.3932], [-5.3708, -3.4810, 1.6213], [4.0129, 2.2855, 1.9064]], "forces_ev_per_a": [[-0.06, -0.11, 0.05], [-0.83, -0.33, 0.78], [0.14, -0.12, -0.21], [-0.08, -0.37, -0.63], [0.07, 0.22, 0.04], [-0.21, -0.01, -0.04], [0.35, 0.12, 0.47], [0.14, 0.16, 0.03], [0.16, 0.03, -0.20], [0.08, 0.27, 0.31], [-0.39, -0.41, 0.34], [0.00, -0.18, -0.24], [0.58, 0.81, 0.01], [0.15, 1.18, -0.28], [-0.11, 0.05, 0.12], [-0.12, 0.06, 0.00], [-0.04, -0.03, 0.03], [-0.05, -0.04, 0.06], [0.06, -0.09, 0.09], [0.17, 0.07, 0.10], [-0.05, 0.02, 0.06], [0.12, 0.01, -0.10], [-0.12, -0.05, 0.04], [-0.08, -0.03, -0.01], [0.07, 0.03, 0.06], [0.13, -0.15, -0.13], [-0.61, 0.00, 0.81], [-0.93, -0.89, -0.34], [-0.03, -0.08, -0.04], [0.24, 0.94, 0.95], [0.47, 0.02, -0.83], [0.00, 0.07, 0.09], [-0.04, -0.13, 0.02], [-0.03, -0.05, 0.05], [0.00, 0.11, 0.19], [-0.67, -0.25, -0.10], [0.00, 0.14, 0.00], [-0.07, -0.12, -0.24], [0.10, -0.04, -0.09], [0.00, -0.42, 0.06], [-0.03, 0.02, 0.02], [0.32, 0.34, 0.12], [0.01, -0.01, -0.04], [-0.02, 0.06, 0.14], [0.00, -0.04, 0.01], [0.03, -0.02, 0.03], [0.07, -0.23, -0.32], [0.05, -0.33, -0.35], [0.01, -0.06, 0.00], [0.06, 0.14, -0.07], [-0.04, -0.05, 0.06], [-0.08, 0.02, 0.00], [-0.09, -0.07, -0.05], [0.16, 0.09, -0.39], [0.01, 0.10, -0.10], [-0.04, 0.10, 0.02], [0.20, -0.05, -0.47], [-0.36, -0.28, 0.02], [0.01, 0.05, 0.02], [-0.04, 0.01, -0.02], [0.39, 0.18, -0.13], [0.04, -0.06, 0.00], [-0.04, 0.00, 0.04], [0.14, 0.03, -0.03], [0.00, 0.11, 0.05], [0.04, -0.02, 0.01], [0.01, 0.02, 0.01], [-0.01, 0.01, -0.03], [-0.05, -0.02, 0.00], [-0.02, 0.06, 0.13], [-0.40, 0.01, -0.11], [-0.04, 0.01, 0.03], [0.03, 0.00, 0.00], [-0.06, 0.06, 0.03], [0.46, 0.18, 0.03], [-0.03, -0.01, 0.01], [-0.02, 0.04, 0.01], [0.00, -0.03, -0.02], [0.00, -0.03, 0.01], [-0.01, -0.13, -0.12], [-0.54, -0.32, 0.33], [-0.07, -0.03, 0.01], [0.30, -0.09, 0.34], [0.02, 0.01, -0.02], [-0.02, 0.00, 0.06], [0.03, -0.04, 0.06], [0.16, 0.06, 0.08], [-0.04, -0.07, -0.04], [0.01, -0.07, -0.02], [0.05, -0.05, -0.06], [-0.02, 0.03, -0.03], [0.10, -0.09, -0.09], [-0.01, 0.04, 0.00], [0.02, -0.02, -0.01], [0.17, -0.52, 0.03], [0.48, 0.23, -0.02], [-0.07, -0.02, 0.05], [-0.03, -0.07, -0.04], [0.00, 0.04, 0.01], [0.05, -0.04, -0.04], [0.04, 0.01, -0.01], [0.11, 0.12, -0.33], [0.02, 0.13, -0.07], [0.02, -0.01, 0.09], [0.04, 0.13, -0.08]], "lowdin_charge": [0.305, -0.136, -0.162, 0.070, -0.170, -0.194, 0.117, -0.154, -0.162, 0.034, -0.035, 0.100, -0.250, -0.322, -0.278, -0.083, -0.077, -0.289, -0.072, -0.266, -0.289, -0.111, -0.082, -0.287, -0.289, -0.086, -0.275, -0.293, -0.285, -0.480, -0.257, -0.082, -0.276, -0.272, -0.273, -0.479, -0.084, -0.081, -0.077, -0.074, 0.068, 0.053, 0.063, 0.117, 0.079, 0.111, 0.047, 0.050, 0.107, 0.117, 0.065, 0.066, 0.110, 0.123, 0.114, 0.066, 0.093, 0.075, 0.087, 0.048, 0.050, 0.066, 0.105, 0.115, 0.063, 0.080, 0.074, 0.073, 0.058, 0.114, 0.084, 0.079, 0.087, 0.105, 0.098, 0.071, 0.079, 0.080, 0.079, 0.117, 0.031, 0.063, 0.109, 0.074, 0.108, 0.066, 0.047, 0.106, 0.107, 0.057, 0.083, 0.114, 0.085, 0.074, 0.094, 0.096, 0.105, 0.101, 0.078, 0.065, 0.081, 0.044, 0.115, 0.108, 0.109], "e_homo_ev": -5.5, "total_charge": -1}